1.
15
Properties=species:S:1:pos:R:3 method="wB97M-V/def2-TZVPD" e_above_lowest_ev=1.966 orbital_gap_ev=10.8925 smiles=CCO.O.O e_homo_ev=-10.287
C -0.39074 -0.74252 -0.27632
O 0.94473 -1.00991 -0.52120
C -1.49456 -0.87407 -1.23880
H -0.51891 -1.43861 0.70396
H -0.41764 0.36750 0.01334
H 0.91972 -1.87930 -1.06318
H -2.42645 -1.01609 -0.47103
H -1.63361 0.13204 -1.66221
H -1.34410 -1.71840 -1.82568
H 1.31299 1.59908 -0.91574
H 1.30405 2.95075 -0.43306
O 1.46788 2.53182 -1.15600
H 0.60865 -0.28339 2.49957
H 0.57483 0.98218 3.43745
O 1.09316 0.39892 2.90890

2.
16
Properties=species:S:1:pos:R:3 method="wB97M-V/def2-TZVPD" e_above_lowest_ev=1.380 orbital_gap_ev=10.9004 smiles="CC=O.O.O.O" e_homo_ev=-10.265
O 0.59031 2.11814 1.27320
C -0.01450 1.16443 1.88470
C 0.19371 -0.33087 1.68101
H -0.78901 1.36123 2.63069
H 0.83090 -0.76026 2.56615
H -0.66624 -0.79551 1.85280
H 0.31119 -0.48232 0.65477
H -0.06443 1.57534 -0.71299
H -0.85046 2.64309 -1.45758
O -0.79385 1.64647 -1.33170
H -2.00736 -1.35391 -1.46635
H -0.68409 -0.86365 -1.39391
O -1.15884 -1.65477 -1.24514
H 1.14656 -1.98259 -1.58011
H 2.03812 -0.84169 -2.06711
O 1.91800 -1.44315 -1.28842

3.
16
Properties=species:S:1:pos:R:3 method="wB97M-V/def2-TZVPD" e_above_lowest_ev=2.834 orbital_gap_ev="6.8760 / 6.6018" e_homo_ev="-8.181 / -8.040"
C 0.96358 1.16765 0.76239
C 1.94044 0.24697 0.10870
O 0.51389 2.14837 0.22625
Si -1.09306 -0.01448 -1.99234
Si 0.17196 0.43636 2.32049
Si -1.92946 -1.43900 -0.17006
H 1.75767 -0.79794 0.44535
H 2.91060 0.43818 0.45067
H 2.11577 0.20648 -0.94241
H -1.52404 -0.52060 -3.25588
H 0.26538 0.37639 -1.76469
H -1.80216 1.15268 -1.83993
H -0.32815 1.42051 3.18363
H 1.09389 -0.41159 2.95688
H -1.58516 -2.86610 0.03447
H -3.47114 -1.54389 -0.52352

4.
18
Properties=species:S:1:pos:R:3 method="wB97M-V/def2-TZVPD" e_above_lowest_ev=1.429 orbital_gap_ev="3.7689 / 6.7261" multiplicity=2 e_homo_ev="-0.002 / -3.096" total_charge=-1
C -3.23984 0.26662 -1.72774
Cu -1.57648 0.07962 -0.86112
N 2.04972 -0.05772 1.27212
N 0.00628 -0.50337 -2.09591
H 1.70945 -0.50133 2.15206
H 1.12422 -0.03676 0.69366
H -3.88746 0.87124 -1.07416
H -3.66428 -0.73680 -1.87804
H -3.06467 0.77142 -2.68877
H 0.34051 -1.40059 -1.74028
H 0.76247 0.18078 -2.02776
H -0.23180 -0.61315 -3.08280
H 2.78066 -0.62978 0.83424
H 2.41797 0.88242 1.45809
O 0.01004 -1.05477 2.62040
C -0.77325 -0.81358 1.69689
O -0.40630 -0.28175 0.55035
H -1.85185 -1.03731 1.77088

5.
16
Properties=species:S:1:pos:R:3 method="wB97M-V/def2-TZVPD" e_above_lowest_ev=0.735 orbital_gap_ev=10.7267 e_homo_ev=-13.938 total_charge=+1
C 0.81941 -1.29712 -2.19324
N -0.24635 -1.20069 -1.13940
H 0.50585 -1.87036 -3.05220
H 1.70601 -1.71223 -1.73798
H 1.07455 -0.28882 -2.49412
H -1.19005 -1.22420 -1.53015
H -0.21703 -2.02660 -0.54066
H -0.17071 -0.34370 -0.54783
N -0.88575 1.22982 0.19737
C -0.55645 0.80854 1.56783
O 0.79233 0.54238 1.58292
H -0.20207 1.87040 -0.19590
H -1.79988 1.65823 0.20153
H -1.20658 -0.04729 1.77858
H -0.87491 1.57274 2.27793
H 1.21156 0.76960 2.42246

6.
16
Properties=species:S:1:pos:R:3 method="wB97M-V/def2-TZVPD" e_above_lowest_ev=10.380 orbital_gap_ev=3.4706 e_homo_ev=-13.303 total_charge=+1
C 0.91595 -0.90854 -5.98422
N 0.24985 -1.66237 -7.07541
C 0.15358 -1.20864 -4.54433
N -1.15143 -0.71458 -4.63501
H 2.92312 8.97111 39.26905
H 1.82386 -1.49603 -5.75441
H -0.69717 -1.70873 -6.64859
H 0.96392 0.19216 -6.05599
H 0.95497 -0.77984 -3.97829
H -0.03388 -2.38192 -4.27885
H 0.15463 -1.14877 -7.94809
H -1.78900 -0.36130 -3.84487
H 2.71416 9.75481 38.62556
H -2.93903 -2.89534 -5.66702
H -1.80538 -1.45458 -5.36288
O -2.43816 -2.19744 -6.11666